Record 1
45
Properties=species:S:1:pos:R:3:forces:R:3 method="wB97M-V/def2-TZVPD" lumo_energy_ev=-4.7 total_charge=+1 orbital_gap_ev=6.88 e_tot_ev=-37590.995 relative_energy_ev=0.337 mol_weight_g_mol=381.4 homo_energy_ev=-11.572
F 2.92872 -1.67630 0.10858 0.5 0.1 0.5
C 3.67150 -0.89031 -0.64099 0.4 0.6 -0.6
F 4.62649 -1.52890 -1.27574 -0.6 -0.4 -0.2
C 3.48484 0.41939 -0.80682 -0.3 -0.5 0.2
F 3.90746 0.98298 -1.95960 0.7 0.2 0.2
C 2.83582 1.33717 0.15896 -0.6 -0.3 -0.4
C 1.62035 2.02761 -0.49337 0.6 -0.3 0.9
N 0.70773 0.93183 -0.89340 0.1 1.2 0.0
C 0.56245 0.63268 -2.16557 -0.1 -0.3 -0.8
C -0.24929 -0.41966 -2.57341 0.1 -0.1 0.3
C -0.86887 -1.10586 -1.57345 0.0 0.0 -0.1
C -0.66292 -0.66732 -0.26703 -0.5 -0.6 1.0
N 0.10241 0.32589 0.11576 0.0 -0.2 -0.9
H 2.51770 0.72601 0.99889 -0.1 0.1 0.2
H 3.55947 2.05722 0.53175 0.0 0.2 -0.1
H 1.95135 2.60391 -1.34749 -0.2 -0.1 -0.4
H 1.09698 2.67978 0.19725 -0.2 -0.1 0.1
H 1.09153 1.21961 -2.89620 0.2 0.2 0.1
H -0.35090 -0.69065 -3.60936 0.0 0.1 -0.2
H -1.50294 -1.95679 -1.75938 -0.1 0.0 -0.1
H -1.17581 -1.18402 0.52968 0.0 0.1 0.2
F -0.64720 3.36052 2.03121 0.0 0.0 -0.1
C 0.07839 4.15562 2.85649 0.2 0.2 0.3
C 1.24845 3.66446 3.39873 0.1 -0.3 -0.2
C 1.99803 4.47769 4.23686 -0.1 0.1 0.0
C 1.56399 5.76196 4.52902 0.0 0.0 0.0
C 0.38269 6.23713 3.97647 0.1 -0.1 0.0
C -0.36528 5.43306 3.12928 -0.3 0.0 -0.2
H 1.56508 2.65526 3.16435 0.0 0.0 0.0
H 2.92098 4.10719 4.66168 0.0 0.0 0.0
H 2.14688 6.39262 5.18606 0.0 0.0 0.0
H 0.04116 7.23705 4.20537 0.0 0.0 0.0
H -1.28466 5.78946 2.68379 0.0 0.0 0.0
F -2.63639 -3.08720 -3.22744 0.0 0.0 0.1
C -2.96586 -4.26445 -2.62244 -0.1 -0.3 0.1
C -3.32050 -5.33531 -3.41357 0.0 0.0 -0.3
C -3.65176 -6.53582 -2.80384 0.0 0.1 0.1
C -3.63300 -6.64487 -1.41988 0.0 -0.1 0.0
C -3.27817 -5.55330 -0.64206 0.0 -0.1 -0.1
C -2.93649 -4.35138 -1.24538 0.1 0.2 0.0
H -3.33622 -5.22774 -4.48991 0.0 0.0 0.0
H -3.92574 -7.38742 -3.41069 0.0 0.0 0.0
H -3.89626 -7.58160 -0.94858 0.0 0.0 0.0
H -3.26850 -5.63524 0.43607 0.0 0.0 0.0
H -2.65371 -3.49200 -0.65067 -0.1 0.0 0.0

Record 2
9
Properties=species:S:1:pos:R:3:forces:R:3 method="wB97M-V/def2-TZVPD" lumo_energy_ev="0.3 / -2.5" total_charge=0 orbital_gap_ev="7.67 / 6.96" e_tot_ev=-40158.316 relative_energy_ev=0.356 s2=2.01 spin_multiplicity=3 mol_weight_g_mol=238.1 homo_energy_ev="-7.345 / -9.431"
C -0.92350 -0.19097 0.68733 -0.5 -0.3 0.3
P 0.86950 -1.25289 -1.48293 0.0 -0.4 0.3
S 0.87533 2.30195 0.99498 0.0 0.3 0.1
S 0.22331 -1.44252 0.54077 0.3 0.0 0.1
I -1.97572 -0.00546 2.45269 0.2 0.0 -0.2
H -1.25133 0.40229 -0.14386 -0.1 0.1 -0.1
H 0.50405 0.08880 -1.57167 0.1 0.5 -0.1
H -0.34620 -1.68915 -2.03213 -0.2 -0.1 -0.3
H 2.02456 1.78795 0.55483 0.2 -0.1 -0.1

Record 3
63
Properties=species:S:1:pos:R:3:forces:R:3 method="wB97M-V/def2-TZVPD" lumo_energy_ev="0.1 / 0.1" total_charge=0 orbital_gap_ev="7.05 / 7.15" e_tot_ev=-76898.931 relative_energy_ev=0.000 s2=6.02 spin_multiplicity=5 mol_weight_g_mol=509.6 homo_energy_ev="-6.946 / -7.073"
Cr 8.05529 8.32663 8.29441 -0.1 1.0 0.2
N 6.81196 10.22094 9.29781 -0.6 0.3 0.3
C 5.63330 10.98502 8.76320 -0.2 -0.4 0.9
C 6.01091 12.05196 7.74604 0.2 0.1 -0.3
C 7.04530 11.53837 6.72434 0.8 0.9 -0.5
N 6.81412 10.15375 6.34358 -0.7 -0.3 -0.4
H 6.51011 9.71634 10.15520 0.3 0.5 -0.9
H 7.50800 10.90372 9.62881 -0.2 -0.5 -0.2
H 5.11976 11.47578 9.61129 0.0 -0.1 -0.4
H 4.90245 10.26537 8.34149 0.6 0.3 0.1
H 6.38833 12.97021 8.23473 0.1 -0.5 -0.1
H 5.09297 12.40580 7.24307 0.2 -0.4 0.1
H 8.07327 11.64186 7.12810 -0.6 -0.3 0.0
H 7.04608 12.19132 5.82691 -0.1 0.0 0.4
H 7.43222 9.79013 5.60988 -0.2 0.5 0.4
H 5.86901 10.10391 5.94208 0.5 -0.2 0.2
C 10.11266 10.61250 12.02425 -0.2 0.4 0.5
Si 9.40516 8.95619 11.45442 -0.1 -0.1 -0.6
C 10.29447 7.57555 12.39601 0.0 -0.1 0.4
C 7.61148 8.77795 12.02614 0.0 0.1 0.3
N 9.46689 8.93103 9.70796 0.9 0.2 -0.7
C 10.71025 9.08538 9.07580 -1.1 -0.1 -0.4
C 11.96597 8.95052 9.69601 0.6 0.2 -0.2
C 13.15904 9.04085 8.94733 -0.2 0.0 0.5
C 13.13851 9.28646 7.58868 -0.5 0.1 -0.9
C 11.88750 9.46540 6.91690 1.2 -0.2 0.0
C 10.75322 9.35366 7.65034 0.2 -0.2 1.6
F 9.53096 9.50692 6.99590 0.1 -0.1 0.1
H 9.85013 10.74693 13.10001 0.3 0.0 -0.6
H 9.64449 11.44990 11.46182 0.2 -0.5 0.3
H 11.20835 10.71327 11.91680 -0.5 -0.1 0.1
H 10.40177 7.93591 13.44605 0.0 -0.3 -0.6
H 11.29701 7.31149 12.01899 -0.5 0.0 0.2
H 9.65455 6.66577 12.41179 0.4 0.5 0.0
H 7.63935 8.37450 13.05817 -0.1 0.2 -0.4
H 7.04677 8.06412 11.40024 0.2 0.2 0.2
H 7.08833 9.74671 12.07645 0.1 -0.3 0.0
H 12.03527 8.80256 10.78775 -0.1 0.0 -0.9
H 14.11943 8.90202 9.46658 -0.5 0.1 -0.3
H 14.06224 9.33011 7.00534 -0.3 0.0 0.3
H 11.83448 9.64304 5.83362 0.0 0.0 0.6
F 14.77045 4.26564 8.19214 -0.4 1.4 0.3
C 14.28591 5.52234 8.46984 1.6 0.7 0.1
F 14.77845 6.37744 7.47478 -0.6 -1.4 1.4
F 14.88830 5.93698 9.66694 -0.7 -0.7 -1.8
C 12.80091 5.57470 8.56229 -1.1 -0.2 0.0
C 12.15433 5.24533 9.78277 0.7 0.2 -0.7
C 10.77521 5.35638 9.86386 -0.1 -0.2 0.2
C 10.04730 5.80434 8.75602 -0.2 0.1 -0.2
C 10.67387 6.00630 7.50851 -0.2 0.0 0.5
C 12.04298 5.90638 7.41049 1.0 -0.2 0.5
C 8.66857 6.18337 8.93001 -1.8 0.2 0.4
C 7.49919 6.56217 9.22094 1.5 -1.4 -0.1
H 12.75025 4.95778 10.66274 -0.3 0.1 -0.6
H 10.23038 5.11125 10.79182 0.5 0.3 -0.6
H 10.07514 6.28744 6.63697 0.2 0.0 0.4
H 12.54671 6.11101 6.45918 -0.2 -0.1 0.5
N 7.47960 7.59493 5.16998 0.2 -1.0 -0.3
N 7.05091 7.28861 6.51315 -0.2 0.1 0.2
H 7.15573 6.87025 4.50744 0.1 0.5 0.5
H 8.49934 7.52500 5.16066 -0.3 0.1 0.1
H 7.11023 6.29952 6.79406 0.1 0.4 -0.3
H 6.07325 7.57454 6.59966 0.3 -0.1 0.0